{
  "formula": "C6H9N",
  "method": "the ωB97M-V functional and the def2-TZVPD basis",
  "elements": ["N", "C", "C", "C", "C", "C", "C", "H", "H", "H", "H", "H", "H", "H", "H", "H"],
  "coordinates": [[-1.440059, -0.089495, -1.603342], [-0.123621, -1.781826, -0.511336], [-1.535179, -1.187985, -0.634456], [2.465244, 0.725014, 0.966245], [-1.058324, 0.147308, -0.194954], [1.423552, 0.134992, 0.444818], [0.332701, -0.391104, -0.040917], [-2.477681, -1.682743, -0.424128], [-2.373012, 0.304967, -1.723894], [3.171141, 1.277289, 0.348435], [-0.002559, 3.160331, 1.115259], [-0.033874, -2.535514, 0.277841], [2.658386, 0.696504, 2.037824], [0.220879, 2.463901, 0.982069], [0.309901, -2.154099, -1.444732], [-1.537499, 0.912456, 0.405271]],
  "forces_ev_per_a": [[-0.109, 0.057, -0.114], [0.089, -0.097, -0.037], [-0.183, -0.282, 0.055], [0.037, -0.054, -0.004], [-0.043, 0.269, 0.288], [-0.308, -0.146, -0.118], [0.506, 0.177, 0.203], [0.173, 0.095, -0.063], [0.093, -0.072, -0.005], [-0.118, -0.121, 0.065], [-0.040, -0.004, -0.003], [-0.010, 0.155, -0.117], [-0.052, -0.040, -0.187], [0.011, 0.127, 0.030], [-0.071, 0.075, 0.151], [0.024, -0.141, -0.145]],
  "total_charge": 0,
  "lumo_ev": 1.098,
  "de_lowest_kcal_mol": 111.6,
  "smiles": "C=C=C1C[C@@H]2N[C@H]12.[H][H]",
  "multiplicity": 1,
  "homo_lumo_gap_ev": 10.02
}